(1)
The following is a quantum chemistry calculation of a structure of composition C21H52N4SSi5Zn, from the Open Molecules 2025 dataset.

Values from the calculation:
**Energy**: -127228.596 eV
**HOMO-LUMO gap**: 7.622 eV

Structure (ORCA input):
```
! RIJCOSX wB97M-V def2-TZVPD def2/J DEFGRID3
* xyz 0 1
Zn -0.72 -0.58 0.11
N -0.85 -1.19 2.22
C -2.19 -1.68 2.56
C -3.24 -0.69 2.08
N -3.08 -0.36 0.67
C -3.89 -1.06 -0.32
C -3.09 -2.14 -1.03
N -1.89 -1.52 -1.61
H -0.51 -0.50 2.88
H -0.20 -1.97 2.19
H -2.32 -2.64 2.05
H -2.31 -1.85 3.63
H -4.24 -1.07 2.31
H -3.12 0.24 2.65
H -3.18 0.63 0.54
H -4.81 -1.48 0.10
H -4.19 -0.33 -1.08
H -2.74 -2.89 -0.32
H -3.72 -2.65 -1.76
H -1.24 -2.24 -1.92
H -2.13 -0.93 -2.39
C 4.54 -5.67 -0.30
Si 2.72 -5.25 -0.15
C 2.13 -5.90 1.50
C 1.80 -6.01 -1.59
C 2.58 -3.37 -0.24
C 3.70 -2.58 -0.48
C 3.62 -1.19 -0.57
C 2.38 -0.62 -0.42
N 1.27 -1.34 -0.20
C 1.35 -2.68 -0.11
S -0.18 -3.45 0.16
H 4.67 -6.75 -0.20
H 5.14 -5.20 0.48
H 4.96 -5.38 -1.27
H 2.29 -6.98 1.56
H 1.07 -5.70 1.65
H 2.69 -5.43 2.31
H 1.86 -7.10 -1.56
H 2.24 -5.68 -2.53
H 0.76 -5.72 -1.57
H 4.67 -3.06 -0.59
H 4.49 -0.58 -0.75
H 2.24 0.45 -0.48
C 2.05 4.16 1.14
Si 1.12 2.57 1.57
C 0.12 2.93 3.13
C 2.42 1.32 2.14
Si -0.34 1.85 -0.13
Si 0.35 2.40 -2.31
C 0.68 4.24 -2.58
C 1.87 1.50 -2.97
C -1.03 1.90 -3.51
Si -2.15 3.34 0.18
C -3.39 3.28 -1.25
C -1.55 5.13 0.33
C -3.23 3.08 1.72
H 2.80 4.38 1.90
H 1.36 5.01 1.08
H 2.55 4.07 0.18
H 0.80 3.20 3.94
H -0.46 2.06 3.46
H -0.58 3.75 2.99
H 2.74 1.59 3.14
H 3.30 1.31 1.50
H 2.03 0.30 2.17
H 1.30 4.66 -1.79
H -0.25 4.81 -2.60
H 1.19 4.40 -3.53
H 2.80 1.85 -2.54
H 1.91 1.67 -4.05
H 1.81 0.42 -2.81
H -1.84 2.62 -3.54
H -1.45 0.93 -3.23
H -0.62 1.81 -4.52
H -3.06 3.91 -2.08
H -4.36 3.65 -0.92
H -3.53 2.27 -1.65
H -0.77 5.36 -0.40
H -1.14 5.31 1.32
H -2.38 5.82 0.18
H -3.86 2.19 1.69
H -3.91 3.94 1.78
H -2.66 3.05 2.64
*
```

Löwdin atomic charge list, values in e, 2 entries: 0.42 -0.04

***

(2)
The following is a quantum chemistry calculation of a cluster of 2 separate species, C3H5FO in total, from the Open Molecules 2025 dataset.

Values from the calculation:
**Energy**: -7950.545 eV
**HOMO-LUMO gap**: 9.474 eV

Structure (ORCA input):
```
! RIJCOSX wB97M-V def2-TZVPD def2/J DEFGRID3
* xyz 0 1
C -0.58 0.88 -1.37
C -0.34 -0.27 -0.38
C -0.22 0.33 0.97
H -0.47 0.28 -2.24
H 0.19 1.85 -1.77
H -1.66 1.50 -1.29
H -1.22 -1.03 -0.21
H -0.69 1.97 0.71
O 0.32 -0.32 2.10
F 0.90 -0.84 -0.81
*
```

Löwdin atomic charge list, values in e, 2 entries: -0.16 -0.42

***

(3)
The following is a quantum chemistry calculation of a structure of composition C24H43AlBrP2, from the Open Molecules 2025 dataset.

Values from the calculation:
**Energy**: -120799.366 eV
**HOMO-LUMO gap**: 7.877 eV

Structure (ORCA input):
```
! RIJCOSX wB97M-V def2-TZVPD def2/J DEFGRID3
* xyz 1 1
Al -0.12 -1.91 0.38
C 0.80 -1.73 2.86
C -0.23 -0.91 3.34
C -1.25 -2.80 2.48
C 0.20 -2.91 2.23
C -1.48 -1.57 3.15
C 2.25 -1.59 3.11
H 2.57 -0.54 3.03
H 2.83 -2.19 2.40
H 2.52 -1.94 4.12
C 0.94 -4.20 2.08
H 1.95 -4.03 1.67
H 0.43 -4.90 1.40
H 1.07 -4.70 3.05
C -2.22 -3.91 2.33
H -2.31 -4.47 3.28
H -1.91 -4.62 1.56
H -3.22 -3.54 2.07
C -2.78 -1.15 3.75
H -2.89 -1.58 4.76
H -3.64 -1.50 3.15
H -2.84 -0.06 3.85
C -0.03 0.34 4.12
H 0.04 0.13 5.20
H -0.84 1.06 3.97
H 0.91 0.83 3.83
C 2.07 1.87 -3.17
C 2.67 2.47 -2.13
C 2.58 3.93 -1.83
C 1.16 4.53 -2.01
C -0.01 3.64 -1.73
C -0.71 2.95 -2.65
C -0.25 2.69 -4.06
C 1.29 2.57 -4.24
H 3.26 4.49 -2.49
H 1.09 4.91 -3.04
H 2.93 4.13 -0.81
H 1.69 3.59 -4.39
H 2.26 0.81 -3.38
H 3.42 1.92 -1.54
H 1.46 2.02 -5.18
H -0.73 1.77 -4.44
H -1.72 2.61 -2.43
H -0.60 3.49 -4.73
H 1.09 5.41 -1.34
H -0.40 3.70 -0.70
P 1.22 -0.46 -0.78
P -2.09 -0.72 -0.33
C 0.02 0.08 -2.07
C -1.48 -0.29 -2.01
H 0.43 -0.24 -3.05
H 0.14 1.17 -2.03
H -2.10 0.55 -2.37
H -1.68 -1.14 -2.67
C -3.59 -1.69 -0.60
H -4.06 -1.90 0.38
H -3.36 -2.64 -1.10
H -4.28 -1.09 -1.21
C -2.57 0.78 0.56
H -3.10 1.45 -0.13
H -1.69 1.28 0.98
H -3.24 0.49 1.39
C 2.64 -1.21 -1.61
H 3.34 -1.57 -0.85
H 3.16 -0.49 -2.25
H 2.31 -2.07 -2.20
C 1.68 0.85 0.37
H 0.88 1.03 1.11
H 1.89 1.80 -0.14
H 2.58 0.54 0.92
Br -0.34 -3.61 -1.18
*
```

Löwdin atomic charge list, values in e, 2 entries: -0.12 -0.27

***

(4)
The following is a quantum chemistry calculation of a cluster of 2 separate species, C9H14O in total, from the Open Molecules 2025 dataset.

Values from the calculation:
**Energy**: -11605.807 eV
**HOMO-LUMO gap**: 9.179 eV

Structure (ORCA input):
```
! RIJCOSX wB97M-V def2-TZVPD def2/J DEFGRID3
* xyz 0 1
C -1.66 2.47 0.43
C -1.22 1.18 -0.15
C -1.70 -0.04 0.38
C -1.56 -1.25 -0.24
C -1.13 -1.19 -1.57
O -1.09 -2.37 -2.28
C -0.70 -0.03 -2.18
C -0.53 1.10 -1.35
H -1.22 2.91 1.35
H -2.70 2.46 0.82
H -1.49 3.43 -0.06
H -2.14 0.06 1.38
H -1.59 -2.17 0.33
H -1.50 -2.32 -3.15
H -0.46 0.03 -3.23
H 0.13 1.92 -1.62
C 2.26 -1.51 1.26
C 2.87 -0.16 1.53
H 2.72 -2.39 1.74
H 1.26 -1.37 1.70
H 2.43 -1.75 0.22
H 3.15 0.19 2.52
H 3.73 0.15 0.92
H 2.16 0.67 1.27
*
```

Löwdin atomic charge list, values in e, 2 entries: -0.09 -0.29

***

(5)
The following is a quantum chemistry calculation of a structure of composition C25H42Cl3N4O3SiTm, from the Open Molecules 2025 dataset.

Values from the calculation:
**Energy**: -113688.636 eV
**⟨S²⟩**: 2.002
**HOMO-LUMO gap (alpha / beta)**: 7.951 / 7.952 eV

Structure (ORCA input):
```
! RIJCOSX wB97M-V def2-TZVPD def2/J DEFGRID3
* xyz 0 3
C 5.35 0.41 1.07
C 4.08 1.21 1.11
H 6.05 0.92 1.75
H 5.95 0.35 0.14
H 5.14 -0.60 1.49
C 4.10 2.50 0.87
C 5.30 3.25 0.43
H 3.17 3.09 0.68
H 5.56 2.89 -0.58
H 6.23 3.33 1.06
H 4.92 4.27 0.28
Tm -2.10 -0.95 -0.78
Cl -1.03 -2.44 1.12
Cl -1.66 -1.99 -2.97
H -6.18 -4.64 -1.64
H -4.71 -6.41 0.03
C -5.16 -4.33 -1.91
C -3.87 -5.90 -0.46
N -4.22 -4.51 -0.82
H -5.20 -3.28 -2.23
C -3.74 -3.44 -0.20
O -3.87 -2.24 -0.59
H -3.02 -5.90 0.23
H -3.27 -3.71 0.74
H -4.89 -4.94 -2.78
H -3.60 -6.49 -1.35
H 1.76 0.87 -2.84
H 1.80 3.76 -1.74
C 0.90 1.46 -3.24
C 0.85 3.75 -2.28
N 0.28 2.41 -2.28
H 0.14 0.76 -3.62
C -0.93 2.19 -1.70
O -1.72 1.20 -1.87
H 0.22 4.47 -1.78
H -1.22 3.01 -1.02
H 1.32 2.06 -4.08
H 1.02 4.07 -3.31
O 2.85 -0.26 -0.22
C 2.74 0.34 1.11
C 1.15 2.29 0.86
C 1.52 1.19 1.61
H 1.70 2.42 -0.06
C 0.14 3.16 1.28
H 2.93 -0.52 1.79
C 0.85 0.96 2.80
H -0.06 4.04 0.69
C -0.50 2.96 2.52
C -0.21 1.79 3.21
H 1.00 0.00 3.29
H -1.26 3.64 2.93
H -0.79 1.48 4.08
Si 2.44 -1.95 -1.23
Cl 0.27 -0.27 -0.47
C 1.99 -2.18 -3.10
C 1.55 -3.66 -0.64
C 4.28 -2.10 -0.89
H 1.69 -1.20 -3.48
H 1.16 -2.86 -3.33
H 2.81 -2.57 -3.74
H 4.73 -1.25 -1.47
H 4.73 -3.04 -1.29
H 4.55 -2.06 0.19
H 1.43 -3.54 0.46
H 2.14 -4.59 -0.82
H 0.57 -3.88 -1.08
N -4.84 2.73 3.72
C -4.17 2.02 2.80
C -4.06 2.51 1.49
C -3.44 1.70 0.56
N -2.92 0.51 0.91
C -2.95 0.05 2.17
C -3.57 0.79 3.14
H -5.37 3.57 3.50
H -4.98 2.33 4.65
H -4.45 3.46 1.17
H -3.35 2.01 -0.48
H -2.46 -0.92 2.34
H -3.61 0.45 4.15
*
```

Löwdin atomic charge list, values in e, 2 entries: -0.07 -0.22

***

(6)
The following is a quantum chemistry calculation of an isolated molecule of C20H20FN5O4S2, from the Open Molecules 2025 dataset.

Values from the calculation:
**Energy**: -61092.078 eV
**HOMO-LUMO gap**: 8.830 eV

Structure (ORCA input):
```
! RIJCOSX wB97M-V def2-TZVPD def2/J DEFGRID3
* xyz 0 1
C 1.69 4.45 4.38
O 0.83 3.52 3.76
C 1.00 3.26 2.44
C 2.04 3.74 1.65
C 2.13 3.39 0.31
C 1.17 2.56 -0.27
N 1.22 2.15 -1.60
C 2.31 2.02 -2.39
O 3.42 2.44 -2.14
C 2.01 1.23 -3.66
S 2.01 -0.57 -3.31
C 0.45 -0.77 -2.57
N -0.43 0.20 -2.49
N -1.51 -0.27 -1.85
C -1.29 -1.52 -1.56
C -2.26 -2.36 -0.85
C -2.83 -1.90 0.34
C -3.77 -2.67 0.99
C -4.18 -3.89 0.46
C -3.64 -4.35 -0.73
C -2.69 -3.57 -1.37
F -2.19 -4.01 -2.55
N -0.04 -1.90 -2.00
C 0.55 -3.18 -1.79
C 1.40 -3.83 -2.84
C 2.03 -3.34 -1.57
C 0.12 2.09 0.52
C 0.05 2.43 1.85
S -1.27 1.76 2.83
N -0.42 0.98 4.05
O -2.07 2.82 3.38
O -1.93 0.73 2.09
H 2.72 4.08 4.40
H 1.33 4.55 5.40
H 1.66 5.42 3.88
H 2.80 4.39 2.06
H 2.95 3.75 -0.28
H 0.37 1.66 -1.92
H 2.81 1.37 -4.38
H 1.04 1.48 -4.08
H -2.52 -0.95 0.75
H -4.20 -2.31 1.91
H -4.92 -4.49 0.97
H -3.94 -5.28 -1.17
H -0.10 -3.81 -1.20
H 1.27 -4.89 -2.99
H 1.59 -3.27 -3.74
H 2.34 -4.07 -0.83
H 2.66 -2.47 -1.62
H -0.64 1.45 0.11
H -0.93 0.18 4.39
H -0.20 1.62 4.80
*
```

Löwdin atomic charge list, values in e, 2 entries: -0.06 -0.11